Record 1
{"formula": "C22H45AsMgN5S", "method": "wB97M-V/def2-TZVPD", "species": ["Mg", "C", "C", "N", "C", "C", "N", "C", "C", "C", "N", "C", "C", "N", "C", "H", "H", "H", "H", "H", "H", "H", "H", "H", "H", "H", "H", "H", "H", "H", "H", "H", "H", "H", "H", "H", "H", "H", "H", "C", "N", "C", "C", "C", "C", "C", "C", "C", "C", "H", "H", "H", "H", "H", "H", "H", "H", "H", "H", "H", "H", "C", "As", "C", "C", "S", "H", "H", "H", "H", "H", "H", "H", "H", "H"], "coordinates": [[-0.3707, 0.6760, 0.2117], [0.3539, 1.8941, 3.4180], [-1.0857, 1.9921, 2.9167], [-1.5203, 0.8905, 2.0588], [-1.9266, -0.3422, 2.7292], [-0.8274, -1.4025, 2.6718], [-0.3447, -1.5510, 1.3063], [0.6399, -2.6303, 1.1547], [1.8048, -2.2297, 0.2449], [1.3660, -1.6506, -1.0991], [1.1165, -0.2148, -1.0441], [2.3124, 0.6167, -0.9730], [2.5570, 1.2247, 0.4305], [1.4025, 1.1096, 1.3097], [1.4024, 2.1380, 2.3380], [0.5310, 0.9318, 3.9027], [0.4795, 2.6669, 4.1786], [-1.1652, 2.9082, 2.3245], [-1.7544, 2.0905, 3.7856], [-2.3296, 1.2479, 1.5626], [-2.8064, -0.7444, 2.2162], [-2.2007, -0.1644, 3.7770], [-1.2313, -2.3453, 3.0774], [0.0129, -1.1024, 3.3044], [-1.1424, -1.7703, 0.7145], [0.1654, -3.5320, 0.7471], [1.0496, -2.9005, 2.1350], [2.4069, -3.1209, 0.0659], [2.4396, -1.5108, 0.7634], [0.4303, -2.1231, -1.4119], [2.1269, -1.8783, -1.8598], [0.6224, 0.0150, -1.9041], [2.1907, 1.4356, -1.6834], [3.2030, 0.0514, -1.2734], [2.7752, 2.2893, 0.3088], [3.4411, 0.7712, 0.8992], [1.4354, 0.2068, 1.7723], [1.1959, 3.0960, 1.8555], [2.3884, 2.1952, 2.8211], [-4.6094, 1.2038, -2.5541], [-4.6838, 1.8906, -1.2866], [-5.8170, 1.4472, -0.5081], [-3.4444, 1.7998, -0.5479], [-2.3440, 2.6899, -1.0721], [-2.6933, 3.8635, -1.7292], [-1.7205, 4.7511, -2.1494], [-0.3921, 4.4642, -1.8990], [-0.0606, 3.2891, -1.2446], [-1.0102, 2.3614, -0.8181], [-5.5006, 1.4356, -3.1339], [-4.5421, 0.1090, -2.4281], [-3.7303, 1.5429, -3.0963], [-6.7238, 1.5961, -1.0906], [-5.8906, 2.0407, 0.4017], [-5.7525, 0.3796, -0.2307], [-3.0589, 0.7518, -0.5162], [-3.6733, 2.1329, 0.4746], [-3.7389, 4.0761, -1.8958], [-1.9901, 5.6674, -2.6534], [0.3872, 5.1531, -2.1946], [0.9891, 3.0985, -1.0502], [-2.6317, -3.9969, -3.5052], [-2.0101, -2.3827, -4.4263], [-3.4520, -1.8941, -5.6418], [-0.5817, -2.9793, -5.6211], [-1.4391, -0.9202, -3.0708], [-3.0046, -4.7219, -4.2254], [-3.4339, -3.7216, -2.8167], [-1.8138, -4.4416, -2.9334], [-3.6657, -2.7406, -6.2927], [-3.1512, -1.0403, -6.2526], [-4.3522, -1.6283, -5.0854], [-0.9799, -3.7681, -6.2538], [0.2717, -3.3637, -5.0583], [-0.2483, -2.1502, -6.2483]], "forces_ev_per_angstrom": [[0.34, -0.37, 0.52], [-0.13, 0.03, -0.29], [0.32, 0.37, 0.49], [-0.55, 0.08, -0.40], [0.22, -0.43, 0.25], [-0.38, 0.04, 0.40], [-0.36, 0.24, -0.32], [0.56, -0.14, -0.30], [-0.26, -0.08, -0.01], [0.16, -0.60, 0.21], [-0.42, -0.07, -0.56], [0.48, 0.34, 0.10], [0.59, -0.01, -0.32], [-0.11, -0.17, 0.09], [0.01, 0.32, 0.66], [0.03, -0.02, 0.13], [0.05, -0.08, 0.04], [-0.10, -0.03, 0.02], [0.03, -0.03, -0.19], [-0.11, -0.01, 0.04], [-0.01, 0.10, 0.05], [-0.05, -0.01, -0.13], [0.15, 0.18, -0.03], [0.00, -0.10, -0.04], [-0.09, -0.18, 0.03], [0.00, 0.11, 0.11], [-0.21, 0.06, -0.08], [0.09, 0.02, 0.06], [0.20, 0.02, 0.04], [0.14, 0.00, -0.11], [-0.14, 0.08, 0.06], [0.08, 0.00, -0.18], [0.02, -0.10, 0.02], [-0.14, 0.05, -0.05], [0.01, -0.11, 0.06], [-0.09, 0.10, -0.06], [0.09, -0.12, 0.06], [0.10, 0.03, -0.03], [-0.06, 0.10, -0.10], [-0.02, -0.01, -0.06], [0.08, -0.06, 0.31], [0.01, -0.02, -0.04], [-0.17, 0.13, -0.11], [0.06, 0.23, -0.19], [-0.19, -0.01, 0.05], [0.09, 0.08, -0.03], [0.21, 0.14, -0.01], [0.06, 0.00, 0.07], [-0.22, -0.19, -0.08], [-0.04, -0.02, -0.12], [0.04, 0.02, -0.02], [0.05, -0.04, -0.11], [-0.11, -0.04, 0.03], [-0.06, 0.00, 0.06], [-0.03, 0.00, -0.01], [-0.15, 0.04, 0.11], [-0.04, -0.16, 0.03], [-0.10, 0.04, -0.05], [-0.07, 0.06, -0.06], [0.02, 0.07, -0.08], [0.18, 0.08, -0.03], [0.05, 0.23, -0.13], [0.00, -0.72, -0.26], [0.09, 0.08, 0.11], [-0.14, 0.10, 0.16], [-0.05, 0.37, 0.18], [-0.01, -0.03, -0.06], [0.11, 0.06, -0.13], [-0.02, 0.17, -0.13], [0.02, -0.05, 0.01], [0.07, -0.09, 0.15], [0.16, -0.04, 0.06], [-0.02, -0.09, -0.08], [-0.20, 0.10, 0.07], [-0.12, -0.01, 0.15]], "molar_mass_g_mol": 510.93, "gap_ev": 8.375, "largest_force_ev_per_a": 0.765, "total_charge": 1, "lumo_energy_ev": -2.0, "homo_ha": -0.381}


Record 2
{"formula": "C22H45B3O11S4", "method": "wB97M-V/def2-TZVPD", "species": ["C", "C", "C", "O", "O", "C", "C", "B", "O", "B", "S", "O", "B", "C", "C", "C", "C", "C", "O", "H", "H", "H", "H", "H", "H", "H", "H", "H", "H", "H", "H", "H", "H", "H", "H", "H", "H", "H", "H", "H", "C", "C", "C", "S", "O", "O", "C", "H", "H", "H", "H", "H", "H", "H", "H", "C", "C", "C", "S", "O", "O", "C", "H", "H", "H", "H", "H", "H", "H", "H", "C", "C", "C", "S", "O", "O", "C", "H", "H", "H", "H", "H", "H", "H", "H"], "coordinates": [[5.7426, 0.2121, 0.2392], [5.0302, 1.3208, -0.5337], [3.5800, 1.0004, -0.7760], [2.8424, 0.4674, 0.0200], [3.1784, 1.4144, -1.9953], [1.7972, 1.2286, -2.3103], [1.3162, 2.3988, -3.1857], [0.7130, 3.4318, -2.1847], [1.5428, 4.0448, -1.2484], [1.1170, 3.9508, 0.0549], [2.3544, 4.1164, 1.3749], [-0.2113, 3.7158, 0.3214], [-1.1133, 3.4583, -0.7143], [-2.5475, 2.9304, -0.4373], [-2.8560, 1.6847, -1.3060], [-3.6658, 0.5764, -0.6247], [-3.7606, -0.6363, -1.5760], [-3.0547, 0.1552, 0.7090], [-0.6436, 3.6138, -2.0126], [5.5464, 0.2903, 1.3067], [5.4138, -0.7744, -0.0877], [6.8184, 0.2767, 0.0902], [5.5119, 1.5226, -1.4876], [5.0298, 2.2473, 0.0457], [1.2159, 1.1754, -1.3880], [1.6520, 0.2968, -2.8548], [2.1616, 2.8099, -3.7382], [0.5778, 2.0327, -3.8966], [1.5908, 3.5213, 2.2995], [-2.6782, 2.7253, 0.6231], [-3.2503, 3.7256, -0.7072], [-3.3921, 2.0162, -2.1974], [-1.9322, 1.2222, -1.6725], [-4.6837, 0.9276, -0.4431], [-3.3350, -1.5337, -1.1262], [-4.7908, -0.8522, -1.8576], [-3.2132, -0.4615, -2.5048], [-1.9799, -0.0253, 0.6017], [-3.5046, -0.7805, 1.0424], [-3.2314, 0.8793, 1.4996], [-6.3145, 0.6018, 5.8956], [-4.9281, 0.0080, 5.6085], [-4.9992, -0.6801, 4.2420], [-6.2622, 0.2022, 3.3066], [-7.3625, -0.6908, 3.0473], [-5.6524, 0.9268, 2.2217], [-6.7314, 1.3269, 4.6215], [-6.2972, 1.2792, 6.7482], [-7.0260, -0.1969, 6.1157], [-4.1866, 0.8090, 5.5816], [-4.6228, -0.6964, 6.3809], [-4.0716, -0.6312, 3.6762], [-5.3316, -1.7139, 4.3140], [-7.7975, 1.5220, 4.5347], [-6.1665, 2.2473, 4.4739], [2.3050, -2.3635, 4.0089], [2.2714, -1.5140, 2.7319], [1.3872, -2.2446, 1.7178], [0.1976, -3.1899, 2.6847], [0.4271, -4.5964, 2.4643], [-1.1277, -2.6462, 2.5283], [0.8582, -2.7481, 4.2926], [2.7412, -1.8212, 4.8469], [2.9011, -3.2641, 3.8456], [1.8404, -0.5343, 2.9458], [3.2646, -1.3427, 2.3209], [0.8359, -1.5719, 1.0658], [1.9455, -2.9621, 1.1195], [0.7325, -3.6008, 4.9557], [0.2770, -1.9001, 4.6548], [4.7405, -2.0585, -6.4316], [4.6172, -2.6540, -5.0220], [3.5953, -1.8070, -4.2568], [2.4701, -1.1430, -5.5002], [2.6139, 0.2922, -5.5253], [1.1643, -1.7300, -5.3508], [3.3140, -1.8351, -6.9206], [5.2891, -2.7171, -7.1033], [5.2699, -1.1043, -6.3902], [4.2654, -3.6851, -5.0904], [5.5754, -2.6675, -4.5048], [3.0037, -2.3773, -3.5445], [4.0514, -0.9497, -3.7629], [3.2209, -1.1323, -7.7450], [2.8141, -2.7722, -7.1646]], "forces_ev_per_angstrom": [[-0.02, 0.04, 0.06], [-0.08, -0.15, 0.03], [-0.32, 0.10, -0.02], [0.27, -0.05, -0.08], [0.14, -0.17, 0.28], [-0.52, 0.26, -0.41], [0.03, 0.32, 0.00], [-0.01, 0.57, -0.08], [0.25, -0.45, 0.10], [-0.18, 0.38, -0.16], [0.08, -0.08, 0.00], [0.01, -0.40, 0.10], [0.17, 0.37, 0.09], [-0.07, 0.06, -0.24], [-0.12, 0.08, 0.09], [0.01, -0.17, -0.11], [0.04, 0.07, -0.15], [-0.04, -0.18, -0.03], [-0.08, -0.66, 0.11], [-0.06, -0.05, 0.01], [0.02, -0.01, -0.03], [0.05, 0.03, 0.03], [-0.02, 0.04, -0.03], [0.07, 0.06, -0.07], [0.11, -0.22, 0.08], [0.22, -0.14, 0.10], [0.03, -0.17, -0.08], [0.02, 0.02, -0.05], [-0.07, 0.14, 0.07], [0.00, 0.04, 0.03], [-0.10, -0.01, 0.14], [0.07, -0.10, -0.09], [0.07, 0.03, 0.06], [0.04, 0.15, 0.14], [-0.05, -0.03, 0.03], [-0.02, -0.06, 0.06], [0.01, 0.03, -0.02], [0.01, 0.02, 0.02], [0.00, -0.03, 0.02], [0.11, 0.11, 0.01], [0.00, -0.02, -0.01], [-0.01, -0.01, -0.02], [0.06, 0.00, 0.05], [0.09, -0.06, -0.02], [-0.03, 0.00, 0.01], [-0.13, 0.09, -0.01], [0.01, 0.03, 0.07], [0.00, -0.01, 0.01], [-0.01, 0.00, 0.00], [-0.01, 0.01, -0.01], [0.01, 0.01, 0.01], [-0.01, -0.03, -0.03], [-0.04, 0.01, -0.02], [0.00, -0.02, -0.03], [0.00, 0.00, -0.01], [0.00, -0.01, -0.03], [-0.01, 0.02, -0.04], [0.03, 0.10, -0.04], [0.03, 0.01, -0.01], [0.00, -0.01, 0.00], [-0.04, 0.01, 0.02], [0.04, 0.03, 0.06], [0.01, 0.00, -0.01], [-0.01, -0.01, 0.01], [0.00, 0.00, 0.03], [-0.01, 0.02, -0.01], [0.00, -0.02, -0.02], [-0.02, -0.04, 0.03], [-0.03, -0.02, -0.03], [0.00, 0.00, -0.01], [0.00, 0.02, 0.02], [-0.01, 0.02, 0.00], [0.07, -0.07, 0.02], [0.02, 0.00, 0.09], [-0.02, 0.01, -0.01], [-0.02, 0.03, -0.01], [0.06, -0.03, -0.03], [0.01, 0.00, 0.01], [0.00, 0.00, -0.01], [-0.01, 0.00, -0.01], [0.00, -0.01, 0.00], [-0.02, 0.03, 0.01], [-0.03, 0.03, -0.03], [-0.04, 0.02, 0.02], [-0.01, 0.00, 0.00]], "molar_mass_g_mol": 646.30, "gap_ev": 10.150, "smiles": "CCC(=O)OCCB1OB(S)OB(CCC(C)C)O1.O=S1(=O)CCCC1.O=S1(=O)CCCC1.O=S1(=O)CCCC1", "largest_force_ev_per_a": 0.710, "total_charge": 0, "lumo_energy_ev": 0.3, "homo_ha": -0.362}


Record 3
{"formula": "C22H45CrN2OP3Se", "method": "wB97M-V/def2-TZVPD", "species": ["Cr", "P", "P", "P", "H", "C", "C", "H", "C", "C", "C", "C", "C", "C", "C", "C", "C", "H", "H", "H", "H", "H", "H", "H", "H", "H", "H", "H", "H", "H", "H", "H", "H", "H", "H", "H", "H", "H", "H", "H", "H", "H", "H", "H", "H", "H", "C", "C", "C", "C", "C", "C", "O", "H", "H", "H", "H", "H", "H", "C", "N", "C", "C", "N", "C", "C", "Se", "H", "H", "H", "H", "H", "H", "H", "H"], "coordinates": [[0.1396, -0.9798, -0.2750], [0.1163, -0.8801, 2.0483], [2.1494, -1.8107, -0.9750], [-1.8314, -2.2724, -0.4333], [-0.5627, 2.5848, -3.4698], [-1.6155, 2.2797, -3.4839], [-2.4307, 2.4879, -2.4442], [-2.1040, 3.0567, -1.5797], [1.2447, 0.3656, 2.7068], [0.6506, -2.4245, 2.8040], [-1.4607, -0.4781, 2.8583], [3.0556, -0.9283, -2.2973], [3.3769, -1.7644, 0.3649], [1.8262, -3.5293, -1.4977], [-3.2976, -1.2217, -0.1421], [-1.9592, -3.6706, 0.7322], [-2.4160, -3.0234, -1.9912], [-1.9316, 1.6561, -4.3344], [-3.3730, 1.9429, -2.3370], [0.7633, 1.3470, 2.7238], [2.1513, 0.4427, 2.0862], [1.4925, 0.0869, 3.7370], [1.4786, -2.8828, 2.2552], [-0.1979, -3.1125, 2.8461], [0.9979, -2.2377, 3.8260], [-1.8401, 0.4607, 2.4447], [-1.3064, -0.3388, 3.9375], [-2.2019, -1.2741, 2.7170], [3.3407, -1.6813, -3.0416], [3.9364, -0.4627, -1.8317], [2.4745, -0.1043, -2.7623], [4.1303, -2.5330, 0.1674], [2.9438, -1.8936, 1.3816], [3.9197, -0.8137, 0.3338], [2.7489, -3.9654, -1.9040], [1.0409, -3.5661, -2.2659], [1.4469, -4.1418, -0.6680], [-4.1773, -1.8997, -0.2127], [-3.3145, -0.4833, -0.9560], [-3.2245, -0.6543, 0.7979], [-2.7127, -4.3752, 0.3478], [-2.2025, -3.3608, 1.7524], [-0.9983, -4.1900, 0.7871], [-3.5163, -3.1366, -2.0172], [-1.8847, -3.9745, -2.1058], [-2.0549, -2.4018, -2.8180], [-0.2071, -1.2570, -4.5231], [1.0025, -1.4851, -5.1363], [1.0334, -1.8880, -6.4780], [-0.1739, -2.1103, -7.1718], [-1.3970, -1.8451, -6.5402], [-1.4053, -1.4186, -5.2076], [-0.2283, -1.2410, -3.1260], [-0.5293, -0.4169, -2.6210], [1.9320, -1.4101, -4.5673], [1.9775, -2.0949, -7.0113], [-0.1349, -2.4810, -8.2319], [-2.3327, -2.0154, -7.0829], [-2.3561, -1.2961, -4.7091], [2.9696, 4.1854, -0.5930], [1.6883, 4.1544, 0.0608], [1.1555, 5.2427, 0.7042], [0.0083, 4.8483, 1.2227], [-0.1946, 3.5142, 0.9290], [-1.3766, 2.8185, 1.4167], [0.8586, 3.0666, 0.1305], [1.2349, 1.5428, -0.9475], [3.7796, 3.9107, 0.1027], [3.0938, 5.2177, -0.9398], [2.9580, 3.4842, -1.4369], [1.6648, 6.2050, 0.6259], [-0.7231, 5.3901, 1.8090], [-1.3830, 2.7812, 2.5180], [-2.2877, 3.3717, 1.1503], [-1.4415, 1.8025, 1.0131]], "forces_ev_per_angstrom": [[-0.21, 2.64, -1.43], [0.00, 0.07, 1.47], [1.55, -0.35, -0.32], [-2.09, -1.33, -0.07], [-0.57, 0.37, -0.22], [-0.07, -0.76, 0.30], [0.53, -0.94, -0.04], [-0.03, 0.12, -0.07], [0.44, 0.34, -0.24], [0.08, -0.45, 0.13], [-0.26, -0.05, -0.06], [-0.33, 0.43, -0.09], [-0.02, -0.19, 0.73], [-0.26, -0.08, 0.01], [0.28, 0.40, 0.23], [0.19, -0.13, 0.13], [1.00, 0.03, -0.57], [0.15, 0.41, 0.37], [-0.01, 0.65, -0.35], [0.03, -0.10, -0.08], [-0.24, -0.05, 0.37], [0.06, 0.08, -0.17], [-0.26, -0.06, 0.11], [0.24, -0.03, -0.01], [-0.13, 0.02, -0.11], [-0.08, -0.28, 0.19], [0.11, -0.09, -0.25], [0.17, 0.23, 0.04], [0.07, 0.35, 0.07], [-0.20, -0.31, -0.25], [0.25, -0.76, 0.10], [-0.13, -0.13, 0.17], [0.47, -0.06, -0.80], [-0.34, -0.02, 0.01], [-0.20, 0.02, 0.16], [0.32, 0.28, -0.01], [0.36, 0.17, -0.01], [0.46, 0.69, 0.29], [-0.23, -0.22, 0.08], [-0.41, -0.39, -0.26], [0.17, 0.28, 0.27], [-0.18, -0.02, -0.21], [-0.11, -0.09, -0.12], [0.65, -0.04, 0.23], [-0.37, -0.06, -0.05], [-0.43, -0.18, 0.15], [-0.55, -0.57, -0.59], [0.80, -0.13, -0.55], [-0.48, -0.29, -0.50], [0.42, 0.13, -0.45], [0.44, -0.04, -0.12], [-0.10, -0.16, -0.51], [0.05, 1.44, 3.09], [0.18, -0.70, -2.30], [-0.41, 0.03, -0.31], [-0.52, 0.22, 0.57], [-0.13, 0.46, 1.28], [0.35, 0.14, 0.33], [-0.05, 0.14, 0.11], [0.74, 0.16, -0.54], [-0.85, -1.43, -0.04], [1.58, 0.46, -1.01], [-1.83, -0.34, 1.19], [1.02, -0.51, -1.16], [-0.52, -0.05, 0.22], [-0.49, 1.84, 1.31], [-0.79, -1.08, 0.76], [-0.36, 0.16, -0.24], [0.32, -0.41, -0.09], [0.16, 0.46, 0.20], [-0.36, -0.39, 0.35], [0.16, -0.06, -0.11], [0.30, -0.06, -0.35], [0.32, -0.17, -0.22], [0.17, 0.36, -0.14]], "molar_mass_g_mol": 577.49, "gap_ev": [4.582, 6.229], "de_lowest_ev": 0.708, "spin_multiplicity": 4, "largest_force_ev_per_a": 3.412, "total_charge": 3, "lumo_energy_ev": [-11.4, -9.7], "homo_ha": [-0.586, -0.586]}